The following is a DFT calculation (wB97M-V/def2-TZVPD) of C45H62BaBrClF4GeNO4P2S as an isolated structure in a non-equilibrium geometry.

Computed properties:
HOMO, Eh: -0.4091
Relative energy (zero: lowest compared OMol25 entry of this formula, charge and spin), kJ/mol: 187.08
Charge: +1

Geometry (Å):
Ba1 0.58430 0.47908 0.64349
F1 7.96437 -0.25501 3.91340
C1 6.66059 -0.23709 3.77837
C2 5.86282 0.03638 4.86025
F2 6.40834 0.27216 6.03539
C3 4.50076 0.05540 4.71568
F3 3.80895 0.29419 5.82756
C4 3.87561 -0.17224 3.49326
P1 2.03593 -0.11733 3.30852
C5 1.57312 -1.59638 4.27346
C6 1.44069 -2.76909 3.52492
C7 1.10569 -3.97101 4.14108
C8 0.89737 -4.00642 5.51498
C9 1.03021 -2.84199 6.26784
C10 1.36397 -1.63976 5.65343
C11 1.55316 1.35792 4.27221
C12 0.33868 1.37778 4.96054
C13 -0.08427 2.53473 5.60728
C14 0.69198 3.68446 5.55438
C15 1.88351 3.68301 4.83527
C16 2.30679 2.53138 4.18707
C17 4.71807 -0.46870 2.41176
Br1 4.05781 -0.88229 0.69025
C18 6.08591 -0.50373 2.55978
F4 6.88433 -0.78996 1.53910
H1 1.61852 -2.74785 2.45305
H2 1.00802 -4.87691 3.54801
H3 0.63536 -4.94114 6.00182
H4 0.87866 -2.86938 7.34315
H5 1.46470 -0.74377 6.25537
H6 -0.27738 0.48589 5.00426
H7 -1.02280 2.53575 6.15529
H8 0.36656 4.58488 6.06596
H9 2.48515 4.58501 4.77742
H10 3.22669 2.54831 3.61215
O1 2.90234 3.22190 -0.99246
Cl1 2.10537 2.25802 -0.31864
O2 0.68859 2.63626 -0.26203
O3 2.12710 0.95187 -1.00403
O4 2.52101 2.01693 1.05528
C19 -5.73944 2.68974 -0.35000
C20 -5.32386 1.97706 -1.65595
C21 -3.98399 1.22641 -1.50344
C22 -3.85883 0.66716 -0.07748
C23 -3.73175 1.85680 0.92118
C24 -4.49996 3.10582 0.43715
P2 -2.42553 -0.48138 0.09273
C25 -2.73278 -1.45554 1.63576
C26 -4.16218 -2.02758 1.83454
C27 -4.91721 -1.29248 2.94472
C28 -4.20023 -1.43645 4.30313
C29 -2.66044 -1.41778 4.15499
C30 -2.26270 -0.66964 2.88543
C31 -2.61997 -1.75416 -1.22762
C32 -4.05406 -2.22146 -1.59226
C33 -4.18434 -2.53458 -3.09144
C34 -2.98588 -3.35393 -3.58626
C35 -1.64663 -2.58544 -3.38927
C36 -1.83924 -1.35557 -2.49635
H11 -6.34600 2.01834 0.26945
H12 -6.36063 3.55670 -0.57335
H13 -5.23542 2.70662 -2.46728
H14 -6.10070 1.26814 -1.95189
H15 -3.14094 1.90296 -1.69355
H16 -3.93466 0.43333 -2.24942
H17 -4.76813 0.10283 0.15029
H18 -2.67980 2.11794 1.05775
H19 -4.12153 1.55965 1.89696
H20 -3.85757 3.72142 -0.20368
H21 -4.77472 3.72102 1.29407
H22 -2.03988 -2.29364 1.51943
H23 -4.08668 -3.08724 2.10975
H24 -4.73330 -1.99069 0.90765
H25 -5.92998 -1.69326 3.01841
H26 -5.02048 -0.23120 2.68190
H27 -4.50681 -2.37112 4.77929
H28 -4.51710 -0.62469 4.96434
H29 -2.26372 -2.44068 4.09562
H30 -2.20287 -0.95356 5.03142
H31 -1.17812 -0.54675 2.86682
H32 -2.70309 0.33209 2.90405
H33 -2.07817 -2.60223 -0.80872
H34 -4.80806 -1.48065 -1.31733
H35 -4.28307 -3.13033 -1.03012
H36 -4.26123 -1.60536 -3.66879
H37 -5.11196 -3.08345 -3.26061
H38 -3.12448 -3.60992 -4.63836
H39 -2.96175 -4.29955 -3.03381
H40 -1.23154 -2.27529 -4.35284
H41 -0.90601 -3.24389 -2.92047
H42 -2.37202 -0.57882 -3.04979
H43 -0.86929 -0.93631 -2.23250
C37 1.20323 1.29206 -8.31398
C38 1.78384 1.31847 -6.89963
C39 0.71136 1.17963 -5.81403
C40 1.28877 1.01525 -4.39699
Ge1 2.36204 -0.58572 -4.31170
C41 4.29103 -0.64027 -4.20085
C42 5.00513 0.59436 -3.61074
C43 5.02342 1.79831 -4.55835
C44 6.00923 2.88420 -4.11612
H44 1.99071 1.36277 -9.07204
H45 0.51108 2.12959 -8.46778
H46 0.65088 0.36002 -8.48991
H47 2.33904 2.25027 -6.73809
H48 2.50980 0.50115 -6.80432
H49 0.07529 0.32118 -6.04953
H50 0.07211 2.06746 -5.83299
H51 0.49957 0.92867 -3.64817
H52 1.90691 1.87894 -4.13060
H53 1.82587 -1.57695 -5.36496
H54 4.65776 -0.82764 -5.21194
H55 4.49645 -1.53307 -3.60923
H56 6.03626 0.31791 -3.37171
H57 4.53948 0.88757 -2.67213
H58 4.01698 2.23369 -4.61368
H59 5.28359 1.45468 -5.56357
H60 5.74740 3.27029 -3.12654
H61 6.01539 3.72782 -4.81400
H62 7.02717 2.48434 -4.06570
S1 0.94280 -2.59120 -0.29432
C45 1.46557 -1.92903 -1.68445
N1 1.77406 -1.57545 -2.75010

---

The following is a DFT calculation (wB97M-V/def2-TZVPD) of C45H62BrClN5O4S2SiSn as an isolated structure.

Computed properties:
HOMO (alpha / beta), Eh: -0.0455 / -0.0709
2S+1: 2
⟨S²⟩: 0.752
Relative energy (zero: lowest compared OMol25 entry of this formula, charge and spin), kJ/mol: 10.61
Charge: -2

Geometry (Å):
Sn1 1.18755 -0.49882 -0.92369
O1 0.47606 -1.56529 2.22060
C1 0.42397 -0.32637 2.05929
O2 -0.41067 0.30381 1.34970
C2 1.42180 0.53584 2.81400
C3 1.14123 0.82466 4.14460
C4 1.95938 1.64799 4.90624
C5 3.09083 2.19181 4.31569
C6 3.38221 1.91085 2.98905
C7 2.56817 1.08434 2.20015
S1 3.07930 0.82580 0.52327
H1 0.25183 0.38932 4.58842
H2 1.71736 1.85878 5.94161
H3 3.74452 2.84563 4.88363
H4 4.26365 2.33966 2.52618
O3 2.83657 -1.23782 -2.39139
N1 3.16346 -0.35888 -3.33828
C8 3.99588 0.64946 -2.99196
C9 4.35870 1.62782 -3.87362
C10 3.82855 1.57240 -5.16726
C11 2.99888 0.53958 -5.51204
C12 2.64113 -0.49736 -4.61048
S2 1.65746 -1.80994 -5.04402
H5 4.30509 0.62686 -1.95610
H6 5.00969 2.42495 -3.54421
H7 4.05713 2.35051 -5.88673
H8 2.56002 0.47640 -6.49739
C13 -1.76240 -7.05878 3.76768
C14 -0.56397 -7.19870 2.81655
C15 0.71461 -7.14293 3.66537
C16 -0.64554 -8.56778 2.13336
C17 -0.56960 -6.03312 1.77302
O4 -0.66570 -4.85952 2.57240
C18 -1.77294 -6.20022 0.80234
C19 -2.37855 -4.99887 0.03138
C20 -3.02514 -3.89567 0.84354
C21 -4.18804 -4.14326 1.56886
C22 -4.81087 -3.13992 2.29218
C23 -4.26168 -1.86838 2.28716
Cl1 -5.06121 -0.59758 3.18958
C24 -3.10918 -1.58468 1.57630
C25 -2.50910 -2.60245 0.85110
C26 0.78462 -6.02777 1.02248
N2 0.78892 -5.16090 -0.13349
C27 0.76158 -3.82531 -0.16221
N3 0.59271 -3.40486 -1.39617
C28 0.61001 -4.55169 -2.11959
N4 0.70153 -5.65429 -1.39401
H9 -1.65519 -7.77226 4.58938
H10 -2.70979 -7.27280 3.26911
H11 -1.81534 -6.05337 4.18183
H12 0.62562 -7.83605 4.50577
H13 0.87184 -6.13941 4.06198
H14 1.59821 -7.43512 3.09364
H15 -0.59494 -9.35028 2.89597
H16 0.17793 -8.73640 1.43626
H17 -1.58260 -8.69490 1.58879
H18 -0.54786 -4.05191 2.05396
H19 -2.59174 -6.64410 1.37197
H20 -1.47678 -6.93097 0.04525
H21 -3.15875 -5.43591 -0.59952
H22 -1.66440 -4.55721 -0.65760
H23 -4.61662 -5.14139 1.57337
H24 -5.71418 -3.33599 2.85597
H25 -2.67056 -0.59314 1.56888
H26 -1.62088 -2.35241 0.28118
H27 1.04719 -7.01496 0.65129
H28 1.54982 -5.68457 1.71560
H29 0.84888 -3.17875 0.71288
H30 0.55730 -4.55679 -3.19760
C29 -2.25208 5.03474 -0.51851
C30 -1.21371 5.47417 -1.55808
C31 -1.64964 4.84379 -2.89261
C32 -1.27215 7.00419 -1.68999
Si1 0.53674 4.81491 -1.03767
Br1 0.60658 1.66314 -2.35024
C33 0.86767 4.90769 0.86121
C34 0.10020 3.77717 1.56849
C35 2.35347 4.66363 1.14405
C36 0.49135 6.26438 1.48150
C37 1.97208 5.50765 -2.13851
C38 2.37564 6.94481 -1.76643
C39 1.53606 5.49339 -3.60963
C40 3.20841 4.59934 -2.04121
H31 -3.24796 5.36218 -0.84751
H32 -2.07279 5.46213 0.46717
H33 -2.27315 3.94616 -0.41823
H34 -2.71816 5.04530 -3.05370
H35 -1.49857 3.76135 -2.89598
H36 -1.10672 5.25376 -3.74355
H37 -2.28560 7.32124 -1.98079
H38 -0.58343 7.36887 -2.45515
H39 -1.02350 7.50284 -0.74884
H40 0.33894 2.79650 1.14717
H41 -0.98147 3.90809 1.52061
H42 0.38804 3.75323 2.62790
H43 2.69169 3.70967 0.72976
H44 2.50236 4.61904 2.22961
H45 2.98565 5.46488 0.75376
H46 -0.56784 6.50079 1.36228
H47 1.06768 7.08265 1.03707
H48 0.70622 6.25105 2.56007
H49 1.54285 7.64531 -1.87010
H50 3.18705 7.29002 -2.42555
H51 2.73913 7.00804 -0.73809
H52 0.73795 6.21120 -3.80981
H53 1.20080 4.49881 -3.91621
H54 2.39324 5.77005 -4.23877
H55 3.68839 4.64061 -1.06671
H56 3.94425 4.92649 -2.79084
H57 2.95828 3.55551 -2.24620
C41 -4.50476 -1.13620 -1.69596
C42 -3.68670 -1.99230 -2.41656
C43 -2.31227 -1.80136 -2.35347
N5 -1.74986 -0.83636 -1.63480
C44 -2.53728 -0.01469 -0.94807
C45 -3.92172 -0.12583 -0.94794
H58 -5.58200 -1.25457 -1.71610
H59 -4.09858 -2.79862 -3.01082
H60 -1.62714 -2.44146 -2.90093
H61 -2.02784 0.74774 -0.36567
H62 -4.52277 0.55831 -0.36285